1.
{
  "formula": "C7H12",
  "method": "ωB97M-V/def2-TZVPD",
  "species": ["C", "C", "C", "C", "C", "C", "C", "H", "H", "H", "H", "H", "H", "H", "H", "H", "H", "H", "H"],
  "xyz": [[-2.311014, -2.749352, 1.299809], [-2.186024, -1.461149, 0.627946], [-1.818233, -0.547910, -0.065472], [-0.913948, 0.239690, -0.901475], [0.193284, 0.904767, -0.068866], [1.495930, 0.971290, -0.858146], [2.593663, 1.734414, -0.130116], [-1.386757, -2.916407, 1.864207], [-2.382590, -3.526566, 0.531400], [-3.158699, -2.841971, 1.980374], [-1.412616, 0.955962, -1.560968], [-0.448424, -0.511518, -1.553516], [-0.119246, 1.905735, 0.255187], [0.347312, 0.319024, 0.846025], [1.303389, 1.433733, -1.835630], [1.825281, -0.058131, -1.061756], [2.282230, 2.767692, 0.061951], [2.818214, 1.265487, 0.835274], [3.517838, 1.762994, -0.716183]],
  "forces_ev_per_a": [[0.0, -0.1, 0.1], [0.2, 0.3, -0.3], [0.0, -0.6, 0.3], [0.0, 0.0, -0.1], [0.0, 0.0, 0.0], [0.0, 0.0, -0.1], [0.1, 0.0, 0.0], [-0.2, -0.1, 0.0], [-0.1, 0.0, 0.2], [0.0, 0.1, -0.1], [0.0, 0.0, 0.2], [0.0, 0.2, -0.1], [0.0, -0.1, -0.1], [0.0, 0.1, -0.2], [0.0, 0.0, 0.1], [0.0, 0.2, 0.0], [0.1, -0.1, 0.0], [0.0, 0.1, -0.1], [-0.1, 0.0, 0.1]],
  "nbo_charge": [-0.68, -0.01, -0.02, -0.46, -0.38, -0.39, -0.60, 0.23, 0.23, 0.23, 0.22, 0.22, 0.20, 0.21, 0.19, 0.19, 0.20, 0.20, 0.21],
  "max_force_ev_per_a": 0.6,
  "smiles": "CC#CCCCC",
  "orbital_gap_ev": 10.33
}

---

2.
{
  "formula": "C7H12BNO4",
  "method": "ωB97M-V/def2-TZVPD",
  "species": ["B", "C", "C", "C", "C", "C", "C", "C", "N", "O", "O", "O", "O", "H", "H", "H", "H", "H", "H", "H", "H", "H", "H", "H", "H"],
  "xyz": [[-1.460946, -1.013171, -0.629979], [0.006444, 0.706752, -1.924137], [0.162339, 0.329130, 1.695317], [0.894062, 1.840039, -1.609459], [1.115712, 1.854188, -0.068875], [-0.116357, 1.314838, 0.616132], [-1.652759, -1.968989, -1.804946], [1.532493, -1.130115, 2.696829], [-0.663265, 0.191146, -0.939833], [-0.194574, 0.320964, -3.052670], [-0.464009, 0.374003, 2.734358], [-2.060860, -1.014907, 0.520611], [1.238181, -0.382431, 1.513393], [1.783640, 1.662472, -2.065999], [0.382409, 2.767228, -1.959325], [2.003322, 1.378670, 0.272272], [1.052941, 2.943061, 0.283893], [-0.932258, 1.886630, 0.683596], [-2.152608, -2.919614, -1.703234], [-0.609213, -1.966314, -2.309853], [-2.087292, -1.497468, -2.684991], [2.096084, -2.165469, 2.415803], [0.712759, -1.419244, 3.284279], [2.240402, -0.522562, 3.413450], [-2.826646, -1.568837, 0.623366]],
  "forces_ev_per_a": [[0.9, 1.7, -3.6], [-0.4, -0.1, -1.5], [-1.9, 2.4, 1.3], [-1.8, 1.3, 2.6], [-2.1, 3.1, 0.0], [2.7, -5.5, -4.4], [1.8, -0.1, -2.1], [4.6, -1.9, 0.6], [-0.2, 0.7, 7.0], [0.5, -0.3, -2.1], [0.0, -0.2, -0.4], [-1.0, 0.4, 3.0], [0.7, -1.6, 0.5], [2.6, 0.0, -1.7], [0.6, -0.6, 0.1], [0.6, -0.3, 0.0], [1.0, -1.2, -0.5], [-2.9, 2.1, 0.7], [0.3, -0.5, 0.3], [-1.3, -1.0, 0.9], [-0.6, 0.5, 0.2], [-1.2, 2.8, 0.3], [-1.4, -0.1, 0.3], [-1.3, -1.0, -1.6], [-0.1, -0.5, 0.0]],
  "nbo_charge": [1.03, 0.64, 0.74, -0.47, -0.44, -0.01, -1.04, -0.28, -0.65, -0.63, -0.58, -0.86, -0.49, 0.24, 0.24, 0.24, 0.22, 0.21, 0.23, 0.27, 0.28, 0.20, 0.22, 0.19, 0.51],
  "max_force_ev_per_a": 7.6,
  "orbital_gap_ev": 9.39
}

---

3.
{
  "formula": "C7H12Br6NaO3",
  "method": "ωB97M-V/def2-TZVPD",
  "species": ["Na", "C", "O", "O", "O", "Br", "C", "C", "Br", "H", "H", "H", "H", "Br", "C", "C", "Br", "H", "H", "H", "H", "Br", "C", "C", "Br", "H", "H", "H", "H"],
  "xyz": [[1.312121, 0.206963, 0.592649], [2.554246, -0.618001, -1.821800], [3.147217, -0.769542, -2.952156], [1.242300, -0.601566, -1.752052], [3.190199, -0.447479, -0.709019], [0.481285, 2.938967, 0.102712], [1.429333, 3.942644, -1.269837], [1.686221, 3.009252, -2.450284], [2.567827, 4.116676, -3.848669], [2.319942, 4.452706, -0.918241], [0.767701, 4.725016, -1.645780], [0.767930, 2.605695, -2.856566], [2.390197, 2.216227, -2.203274], [-0.288938, 0.483738, 2.946774], [-2.153098, 1.072283, 2.935060], [-2.963894, 0.312385, 3.976145], [-2.986598, -1.605556, 3.559607], [-2.571773, 0.913592, 1.942586], [-2.151814, 2.148352, 3.097276], [-3.995314, 0.644245, 3.899825], [-2.519805, 0.458864, 4.955133], [0.390813, -2.601979, 0.934717], [0.197491, -3.564037, -0.749644], [-1.138142, -4.248249, -0.830571], [-2.571507, -2.918262, -1.006558], [1.017601, -4.277965, -0.843975], [0.391656, -2.843990, -1.549952], [-1.320927, -4.777440, 0.103822], [-1.192280, -4.973544, -1.637932]],
  "forces_ev_per_a": [[0.8, -0.7, -1.6], [0.0, 0.0, -1.4], [-0.5, 0.1, 1.2], [-0.6, 0.1, 0.4], [0.3, 0.4, 1.0], [0.1, 0.5, 0.2], [-0.4, 0.2, -1.5], [0.8, 0.3, 0.4], [-0.4, -0.3, 0.4], [0.1, -0.5, 0.5], [-0.2, -0.1, 0.5], [0.1, -0.1, -0.1], [-0.1, -0.2, -0.2], [-0.3, 0.3, 0.3], [-0.3, -0.3, -0.3], [0.5, 0.0, -0.7], [-0.1, 0.4, 0.2], [0.3, -0.2, -0.1], [0.1, -0.1, 0.3], [0.0, 0.0, 0.3], [-0.3, -0.2, 0.2], [-0.1, -0.4, -0.1], [0.5, 0.2, -0.8], [0.1, 0.2, 0.7], [0.1, -0.4, -0.1], [-0.1, -0.1, 0.5], [-0.2, 0.5, 0.2], [-0.2, 0.0, -0.1], [-0.1, 0.3, -0.3]],
  "nbo_charge": [0.87, 0.92, -0.87, -1.00, -0.97, -0.03, -0.44, -0.41, -0.06, 0.23, 0.21, 0.24, 0.28, -0.01, -0.44, -0.45, 0.01, 0.24, 0.23, 0.23, 0.22, -0.04, -0.46, -0.43, -0.03, 0.23, 0.31, 0.21, 0.22],
  "total_charge": -1,
  "max_force_ev_per_a": 2.0,
  "orbital_gap_ev": 3.99
}

---

4.
{
  "formula": "C7H12BrNO",
  "method": "ωB97M-V/def2-TZVPD",
  "species": ["C", "C", "C", "C", "C", "C", "C", "N", "O", "Br", "H", "H", "H", "H", "H", "H", "H", "H", "H", "H", "H", "H"],
  "xyz": [[2.047515, -1.388535, -0.852173], [-0.157890, -1.259713, 1.712998], [-1.736244, -1.368859, -0.294817], [-0.092864, 2.587013, -1.215876], [2.077690, -0.072192, -0.547769], [-1.102212, -0.374241, 0.816844], [-0.137491, 0.681897, 0.240073], [1.911820, -2.524806, -0.935938], [-0.716102, 1.368640, -0.767021], [3.293347, 0.478690, 0.895404], [0.785489, -1.372332, 1.164492], [-0.622145, -2.173909, 1.872168], [-0.077489, -0.755507, 2.619093], [-1.189037, -1.644279, -1.156541], [-2.618814, -1.011310, -0.660040], [-1.870353, -2.260136, 0.288214], [-0.261860, 3.356712, -0.438535], [-0.831482, 3.020470, -2.096200], [0.942693, 2.569347, -1.641600], [1.981379, 0.659539, -1.372732], [-2.017411, 0.180614, 1.356366], [0.391451, 1.302892, 1.013584]],
  "forces_ev_per_a": [[-0.1, -1.5, 0.2], [-0.8, 1.8, -2.0], [1.8, 0.7, 2.7], [-2.6, 2.0, -2.0], [-1.8, 4.2, 0.9], [0.5, -0.8, -1.4], [-0.5, 0.7, 0.2], [0.0, -1.2, -0.4], [1.4, -0.2, -0.2], [-0.6, -0.3, -0.9], [-0.3, -0.1, 0.6], [-0.6, -1.8, 0.4], [0.8, 0.7, 1.8], [1.4, 0.1, -0.6], [-2.6, 1.0, -0.7], [-0.6, -0.6, -0.1], [0.8, -0.4, -0.1], [2.0, -1.4, 2.0], [-0.9, -0.5, 0.8], [0.6, -0.6, 0.7], [2.2, -1.1, -0.9], [-0.1, -0.6, -0.9]],
  "nbo_charge": [0.17, -0.60, -0.60, -0.28, -0.50, -0.29, 0.35, -0.32, -0.51, 0.03, 0.23, 0.21, 0.20, 0.22, 0.20, 0.21, 0.20, 0.21, 0.21, 0.24, 0.24, 0.18],
  "max_force_ev_per_a": 4.7,
  "orbital_gap_ev": [7.81, 7.82]
}

---

5.
{
  "formula": "C7H12Cl16",
  "method": "ωB97M-V/def2-TZVPD",
  "species": ["Cl", "C", "Cl", "Cl", "H", "Cl", "C", "Cl", "Cl", "H", "Cl", "C", "Cl", "H", "H", "Cl", "C", "Cl", "H", "H", "Cl", "C", "Cl", "H", "H", "Cl", "C", "Cl", "H", "H", "Cl", "C", "Cl", "H", "H"],
  "xyz": [[2.899761, -6.897438, 4.032498], [2.277131, -5.965428, 2.650548], [3.155571, -6.025148, 1.102708], [2.035381, -4.234308, 3.105358], [1.314061, -6.441058, 2.465138], [0.730741, -2.247768, -1.878102], [-0.245909, -1.261358, -0.822792], [-1.832079, -2.031828, -0.528482], [-0.475769, 0.435662, -1.451852], [0.262941, -1.203928, 0.139438], [5.860811, -1.480738, -4.781882], [5.112711, -0.365768, -3.615572], [3.865551, 0.506882, -4.320772], [4.829571, -0.871548, -2.692472], [5.939911, 0.306242, -3.386982], [3.004131, 5.486772, -0.572582], [1.383981, 5.792542, -1.223592], [0.361231, 6.342152, 0.165848], [1.379711, 6.548282, -2.009042], [0.960021, 4.868482, -1.616602], [1.018161, 1.825092, 3.287638], [2.708701, 2.129412, 3.021398], [3.438331, 1.101032, 1.708888], [2.918801, 3.173852, 2.790908], [3.187021, 1.851282, 3.960528], [-5.657489, 1.384682, 1.296018], [-4.109499, 2.059482, 1.888188], [-3.861009, 3.621412, 1.075628], [-4.118319, 2.194662, 2.969738], [-3.278489, 1.401972, 1.632848], [-7.478059, -3.145888, -3.098062], [-6.978969, -2.250568, -1.655692], [-6.941019, -3.292088, -0.217152], [-5.973969, -1.881958, -1.861122], [-7.693649, -1.433088, -1.560562]],
  "forces_ev_per_a": [[0.4, 0.3, -0.6], [-0.7, 0.3, 0.0], [0.1, -0.3, 0.8], [0.1, -0.9, -0.1], [0.1, 0.5, -0.1], [0.1, 0.1, -0.2], [-0.5, 0.6, 0.3], [0.4, 0.3, -0.1], [0.2, -1.1, 0.4], [-0.2, 0.2, -0.3], [-0.1, -0.5, 0.1], [2.4, -0.4, 0.8], [-1.8, 1.1, -0.7], [-0.2, -0.2, -0.4], [-0.3, 0.1, 0.2], [0.0, 0.0, -0.5], [-0.4, 0.0, 0.7], [0.1, -0.1, -0.8], [0.2, 0.0, 0.4], [0.1, 0.1, 0.3], [-0.6, 0.0, -0.3], [1.1, -0.4, 0.1], [-0.5, 0.5, 0.6], [-0.3, -0.2, -0.2], [0.2, 0.0, -0.3], [0.5, -0.2, 0.4], [0.0, 0.1, -0.3], [0.3, -0.1, 0.3], [-0.4, 0.1, -0.2], [-0.3, 0.0, -0.2], [-0.1, -0.2, -0.1], [0.1, 0.1, -0.4], [-0.1, 0.4, -0.2], [-0.2, 0.0, 0.3], [0.2, -0.2, 0.4]],
  "nbo_charge": [0.02, -0.27, 0.02, 0.00, 0.23, 0.04, -0.27, 0.00, -0.01, 0.23, -0.04, -0.43, 0.03, 0.22, 0.22, -0.02, -0.38, -0.05, 0.22, 0.22, 0.00, -0.39, -0.06, 0.23, 0.22, -0.03, -0.38, -0.03, 0.22, 0.22, -0.03, -0.39, -0.02, 0.22, 0.22],
  "max_force_ev_per_a": 2.5,
  "smiles": "ClC(Cl)Cl.ClC(Cl)Cl.ClCCl.ClCCl.ClCCl.ClCCl.ClCCl",
  "orbital_gap_ev": 11.04
}

---

6.
{
  "formula": "C7H12ClIN3",
  "method": "ωB97M-V/def2-TZVPD",
  "species": ["C", "C", "C", "C", "C", "C", "C", "N", "N", "N", "Cl", "I", "H", "H", "H", "H", "H", "H", "H", "H", "H", "H", "H", "H"],
  "xyz": [[3.544794, 1.875616, -0.147475], [2.490973, 1.274376, 1.934673], [3.570232, 0.482502, -0.626423], [1.684120, -0.245436, 0.253600], [-2.301047, 0.341012, -0.622126], [-1.481139, -0.327340, 0.442031], [-0.395238, -1.308532, 0.081362], [3.186184, 2.060211, 1.269237], [1.744351, 0.188145, 1.518840], [0.760004, -0.741104, -0.515581], [2.534904, 2.845221, -1.309723], [5.000964, -0.820836, 0.188452], [4.517499, 2.287396, -0.348496], [2.456372, 1.543646, 3.015384], [3.544994, 0.432121, -1.642328], [-2.731550, -0.372350, -1.269564], [-2.993706, 1.025873, -0.167711], [-1.691814, 1.016919, -1.213640], [-2.228713, -0.773816, 1.085728], [-0.991901, 0.442440, 1.011340], [0.036844, -1.780744, 0.883983], [-0.927255, -2.037725, -0.600452], [0.852214, -0.052801, 2.092536], [0.810367, -0.668065, -1.553588]],
  "forces_ev_per_a": [[-0.8, 0.3, 0.6], [0.6, 1.3, 1.5], [-2.5, -1.6, 4.0], [4.3, 3.5, -3.2], [1.5, 1.0, -0.3], [-0.1, 0.6, 1.0], [-3.4, -0.7, -2.3], [1.4, 0.8, -1.8], [-4.4, -3.3, 0.0], [1.1, 0.7, -0.7], [-0.2, -0.3, 0.7], [-0.2, 0.2, -0.1], [0.6, 0.3, 0.4], [-0.5, -0.8, -0.7], [-0.5, -0.6, -2.8], [-0.9, -0.6, -0.7], [-0.7, -0.2, 0.2], [0.3, 0.0, -0.4], [0.3, -0.6, 0.5], [0.0, 0.7, 0.6], [0.0, -1.7, 2.3], [1.3, 0.3, 0.6], [2.2, 0.7, -0.7], [0.6, -0.2, 1.3]],
  "nbo_charge": [-0.15, 0.29, -0.24, 0.59, -0.61, -0.41, -0.24, -0.39, -0.65, -0.54, -0.02, 0.28, 0.26, 0.23, 0.20, 0.22, 0.24, 0.20, 0.24, 0.18, 0.20, 0.24, 0.43, 0.46],
  "total_charge": 1,
  "max_force_ev_per_a": 6.4,
  "orbital_gap_ev": 9.19
}

---

7.
{
  "formula": "C7H12ClNO",
  "method": "ωB97M-V/def2-TZVPD",
  "species": ["C", "C", "Cl", "N", "C", "C", "O", "C", "C", "C", "H", "H", "H", "H", "H", "H", "H", "H", "H", "H", "H", "H"],
  "xyz": [[-1.715633, -0.046417, -4.528569], [-1.474104, 0.602017, -3.248743], [-1.562440, 2.380613, -3.341551], [-1.036219, -0.007768, -2.197508], [-0.844985, 0.381615, -0.788130], [-0.552799, -0.426099, 0.363203], [-0.212224, 0.220615, 1.501963], [0.722629, -0.433237, 2.438602], [2.030902, -0.812240, 1.814692], [0.843288, 0.576990, 3.671473], [-1.706357, -1.175555, -4.385245], [-0.889543, 0.199071, -5.215521], [-2.584967, 0.107033, -5.218158], [-0.589078, 1.439594, -0.586119], [-0.343378, -1.529767, 0.194388], [0.161852, -1.295016, 2.802885], [2.283582, -1.823762, 1.985670], [2.045128, -0.568634, 0.747614], [2.699151, -0.185489, 2.325816], [-0.130431, 0.588346, 4.180765], [1.205579, 1.514223, 3.167345], [1.650046, 0.293867, 4.315128]],
  "forces_ev_per_a": [[0.2, -2.8, -2.3], [1.3, 0.1, 3.8], [-0.2, 0.0, 0.2], [-1.6, -0.2, 0.6], [1.6, -0.3, 0.8], [0.5, 0.8, -4.6], [0.2, -0.2, 0.1], [-2.0, 0.4, 1.2], [-0.8, 0.9, -0.7], [-0.1, -0.3, -2.9], [0.2, 1.4, 0.0], [0.1, -0.1, 0.3], [0.2, 0.7, 1.5], [-0.8, -0.4, -0.3], [-0.7, 1.2, 0.8], [0.1, -0.3, 0.0], [0.3, -1.1, 0.1], [0.1, -0.2, 0.2], [1.7, 0.7, 0.3], [0.5, 0.6, -0.1], [-0.9, -0.4, 0.8], [0.3, -0.5, 0.5]],
  "nbo_charge": [-0.70, 0.29, -0.09, -0.45, -0.14, 0.15, -0.52, 0.12, -0.66, -0.62, 0.24, 0.24, 0.25, 0.19, 0.19, 0.17, 0.22, 0.23, 0.21, 0.23, 0.22, 0.21],
  "max_force_ev_per_a": 4.7,
  "smiles": "C/C(Cl)=N/C=C/OC(C)C",
  "orbital_gap_ev": 8.69
}

---

8.
{
  "formula": "C7H12ClNO",
  "method": "ωB97M-V/def2-TZVPD",
  "species": ["C", "C", "C", "C", "C", "C", "C", "N", "O", "Cl", "H", "H", "H", "H", "H", "H", "H", "H", "H", "H", "H", "H"],
  "xyz": [[0.742145, 2.320442, -2.344250], [-0.639206, -1.245587, 0.924931], [0.944040, 1.616877, -1.263765], [-0.457347, -2.412811, 1.438219], [2.356402, 1.578198, -0.724019], [0.378291, -0.380660, 0.177966], [-0.191134, 0.923616, -0.477151], [-3.324118, -2.380219, 1.990279], [-2.195516, -3.147497, 2.273998], [0.737959, -3.494381, 1.434898], [-0.258978, 2.640004, -2.640902], [1.485575, 3.071784, -2.598806], [-1.669382, -0.945426, 0.852959], [2.455541, 1.644114, 0.330280], [2.821503, 0.644900, -1.182440], [2.889392, 2.452699, -0.973055], [0.875882, -1.042775, -0.502239], [1.258910, -0.018398, 0.804118], [-1.061192, 0.612971, -1.082802], [-0.564683, 1.531175, 0.363948], [-3.499250, -2.597760, 1.011908], [-3.084836, -1.371265, 2.185925]],
  "forces_ev_per_a": [[-1.1, 2.5, -0.3], [0.4, 1.4, -0.8], [-0.5, -0.4, 1.7], [-3.8, -0.7, 1.1], [-0.3, -1.8, -1.0], [0.7, 0.8, 1.3], [0.7, -1.7, 0.1], [2.2, 0.0, 0.2], [2.1, 1.4, -0.9], [1.1, -1.2, 0.4], [0.1, -0.8, -0.3], [0.3, -0.6, -0.6], [-0.5, 0.4, 0.3], [-0.3, -0.8, 1.2], [0.0, 1.2, 1.0], [0.7, 0.9, -1.2], [0.2, -0.2, -1.0], [-1.4, -0.8, -0.1], [0.4, 0.6, -0.1], [0.2, 0.1, -0.4], [-0.4, 0.8, 0.0], [-0.7, -1.2, -0.5]],
  "nbo_charge": [-0.42, -0.31, 0.04, 0.14, -0.66, -0.42, -0.43, -0.46, -0.42, 0.14, 0.20, 0.19, 0.22, 0.21, 0.23, 0.22, 0.22, 0.22, 0.22, 0.22, 0.34, 0.33],
  "max_force_ev_per_a": 4.1,
  "orbital_gap_ev": [8.91, 8.91]
}